No. 1
{"formula": "C8H8KO5S", "method": "ωB97M-V/def2-TZVPD", "charge": -1, "e_homo_ev": -2.553, "symbols": ["K", "C", "C", "C", "O", "C", "C", "C", "O", "O", "O", "H", "H", "C", "S", "O", "C", "H", "H", "H", "H", "H", "H"], "xyz": [[22.062, -3.643, 11.665], [21.753, -6.248, 8.028], [22.549, -6.286, 6.841], [22.874, -4.900, 6.121], [23.566, -4.855, 5.145], [22.465, -3.724, 6.828], [21.866, -3.732, 8.124], [21.485, -5.125, 8.672], [20.750, -5.248, 9.722], [21.712, -2.581, 8.787], [23.010, -7.243, 6.341], [21.341, -7.191, 8.356], [22.794, -2.825, 6.328], [22.232, 0.919, 13.740], [21.653, -0.644, 14.452], [21.154, -1.518, 13.265], [23.220, -1.367, 15.012], [22.608, 1.400, 14.643], [21.510, 1.460, 13.129], [23.118, 0.868, 13.108], [23.168, -2.450, 15.121], [23.576, -0.856, 15.907], [23.882, -1.201, 14.162]], "lowdin_charge": [0.85, -0.05, -0.42, -0.42, 0.01, -0.03, -0.34, -0.47, -0.21, -0.21, 0.05, 0.10, 0.08, -0.26, 0.86, -0.64, -0.25, 0.04, 0.07, 0.06, 0.06, 0.05, 0.05]}


No. 2
{"formula": "C8H8LiN7O8", "method": "ωB97M-V/def2-TZVPD", "e_homo_ev": -9.250, "symbols": ["Li", "N", "N", "C", "N", "N", "N", "O", "O", "H", "H", "H", "H", "H", "O", "C", "O", "C", "C", "C", "C", "C", "C", "N", "O", "O", "N", "O", "O", "H", "H", "H"], "xyz": [[1.695, 0.197, -0.006], [4.555, -0.084, -0.260], [5.023, -0.308, 1.052], [4.039, -0.210, 1.997], [4.437, -0.370, 3.279], [2.781, 0.037, 1.587], [1.661, 0.028, 2.489], [0.650, 0.302, 1.901], [1.761, -0.287, 3.662], [4.866, -0.877, -0.818], [5.023, 0.737, -0.659], [6.012, -0.196, 1.286], [5.403, -0.238, 3.534], [3.717, -0.218, 3.987], [0.585, 0.994, -1.369], [0.011, -0.093, -1.197], [0.521, -1.160, -0.819], [-1.495, -0.058, -1.302], [-2.239, -0.498, -0.205], [-3.632, -0.426, -0.273], [-4.323, 0.149, -1.331], [-3.519, 0.605, -2.377], [-2.125, 0.482, -2.420], [-4.173, 1.202, -3.498], [-3.429, 1.560, -4.386], [-5.389, 1.245, -3.420], [-4.390, -0.847, 0.881], [-5.590, -0.720, 0.788], [-3.723, -1.251, 1.815], [-1.730, -0.703, 0.747], [-5.420, 0.252, -1.350], [-1.561, 0.754, -3.313]], "lowdin_charge": [0.66, 0.04, -0.03, -0.38, 0.18, 0.07, -0.41, 0.06, 0.07, 0.10, 0.11, 0.16, 0.12, 0.10, -0.05, -0.73, -0.05, -0.09, 0.09, -0.13, 0.10, -0.13, 0.09, -0.36, 0.09, 0.08, -0.36, 0.09, 0.09, 0.14, 0.14, 0.14]}


No. 3
{"formula": "C8H8N", "method": "ωB97M-V/def2-TZVPD", "smiles": "CC/C=C1/C=C=C=[N+]=C1", "charge": 1, "e_homo_ev": [-13.811, -13.811], "symbols": ["C", "C", "C", "C", "C", "C", "C", "N", "C", "H", "H", "H", "H", "H", "H", "H", "H"], "xyz": [[0.487, 0.123, 1.360], [0.599, -0.111, -0.181], [-0.603, -0.764, -0.638], [-1.920, -0.530, -0.250], [-2.523, 0.927, -1.300], [-3.677, 1.280, -0.874], [-4.298, 0.614, 0.045], [-4.030, -0.270, 0.792], [-2.781, -0.897, 0.706], [1.454, 0.284, 1.865], [-0.051, -0.651, 1.810], [0.163, 1.219, 1.523], [1.512, -0.561, -0.557], [0.692, 0.894, -0.696], [-0.489, -1.522, -1.507], [-1.728, 1.336, -1.801], [-2.782, -1.872, 1.345]], "lowdin_charge": [-0.05, -0.20, 0.02, -0.08, 0.14, 0.03, 0.03, 0.16, -0.05, 0.09, 0.05, 0.12, 0.13, 0.17, 0.18, 0.07, 0.18]}


No. 4
{"formula": "C8H8N2O", "method": "ωB97M-V/def2-TZVPD", "smiles": "[H]/N=C1/C=CC=C[C@@H]1N=C=CO", "e_homo_ev": -8.262, "symbols": ["H", "N", "C", "C", "C", "C", "C", "C", "N", "C", "C", "O", "H", "H", "H", "H", "H", "H", "H"], "xyz": [[-0.490, -0.637, -2.431], [0.491, -0.687, -1.892], [0.622, 0.152, -0.942], [1.794, 0.009, -0.151], [1.895, 0.489, 1.098], [0.822, 1.406, 1.552], [-0.165, 1.793, 0.748], [-0.456, 1.167, -0.570], [-1.782, 0.548, -0.415], [-1.960, -0.660, -0.525], [-1.593, -1.934, -0.584], [-1.152, -2.652, 0.492], [2.611, -0.661, -0.421], [2.654, 0.340, 1.838], [0.844, 1.732, 2.619], [-0.905, 2.508, 1.169], [-0.593, 1.891, -1.425], [-1.772, -2.634, -1.337], [-0.864, -2.170, 1.179]], "lowdin_charge": [0.12, 0.14, -0.37, -0.06, -0.06, -0.09, -0.07, -0.27, 0.11, -0.08, -0.18, 0.06, 0.12, 0.10, 0.11, 0.12, 0.17, 0.10, 0.03]}


No. 5
{"formula": "C8H8N2O2", "method": "ωB97M-V/def2-TZVPD", "e_homo_ev": -8.700, "symbols": ["C", "C", "C", "C", "C", "C", "C", "C", "H", "H", "H", "H", "H", "H", "H", "H", "N", "N", "O", "O"], "xyz": [[-2.883, 0.004, 0.238], [-1.098, 1.335, -0.087], [0.486, 1.606, -0.345], [2.521, 0.273, 0.205], [2.964, -1.089, -0.150], [1.791, -1.827, -0.254], [0.743, -0.837, -0.186], [-0.687, -1.094, -0.456], [-3.769, 0.714, -0.285], [-2.533, 0.241, 1.461], [-3.028, -1.137, 0.327], [-1.857, 2.091, -0.554], [-1.192, 1.524, 1.234], [2.889, 1.210, 0.172], [4.173, -1.035, 0.280], [1.903, -2.822, -0.253], [-1.490, -0.054, -0.542], [1.163, 0.466, 0.200], [1.085, 2.714, -0.600], [-1.181, -2.284, -0.408]], "lowdin_charge": [-0.05, -0.10, -0.24, -0.07, -0.04, 0.01, -0.11, -0.42, 0.15, 0.14, 0.08, 0.14, 0.19, 0.07, 0.18, 0.07, -0.08, 0.02, 0.05, 0.00]}


No. 6
{"formula": "C8H8N2O2S", "method": "ωB97M-V/def2-TZVPD", "e_homo_ev": -8.862, "symbols": ["C", "C", "C", "C", "C", "C", "C", "C", "N", "N", "O", "O", "S", "H", "H", "H", "H", "H", "H", "H", "H"], "xyz": [[1.674, -2.547, 1.851], [0.300, -2.522, 2.265], [1.335, -0.647, 0.611], [0.039, -0.742, 0.950], [1.724, 0.499, -0.284], [1.368, 1.883, 0.264], [-1.282, 0.550, -0.101], [-1.307, -0.067, -1.541], [2.159, -1.553, 1.121], [-0.534, -1.598, 1.748], [2.125, 0.330, -1.445], [-0.752, 2.570, 1.598], [-0.475, 2.208, 0.182], [2.285, -3.227, 2.328], [-0.071, -3.248, 2.867], [1.585, 1.872, 1.324], [1.947, 2.556, -0.368], [-2.247, 0.699, 0.518], [-1.692, -1.122, -1.409], [-0.293, 0.034, -1.805], [-2.038, 0.617, -2.177]], "lowdin_charge": [-0.07, -0.05, -0.22, -0.09, -0.36, -0.21, -0.30, -0.11, 0.15, 0.12, 0.08, -0.54, 0.91, 0.08, 0.07, 0.10, 0.10, 0.11, 0.10, 0.02, 0.12]}


No. 7
{"formula": "C8H8N2O4", "method": "ωB97M-V/def2-TZVPD", "smiles": "CC/N=C1/C=C[C@@H]2C(=O)N2O1.O=C=O", "e_homo_ev": -9.211, "symbols": ["C", "C", "N", "C", "C", "C", "C", "C", "O", "N", "O", "H", "H", "H", "H", "H", "H", "H", "H", "O", "C", "O"], "xyz": [[-1.655, 2.941, -0.227], [-1.035, 1.842, 0.753], [-1.500, 0.517, 0.350], [-0.762, -0.354, -0.184], [-1.409, -1.670, -0.413], [-0.693, -2.795, -0.584], [0.753, -2.751, -0.420], [1.122, -2.205, 0.936], [1.304, -2.434, 2.086], [1.280, -1.444, -0.087], [0.671, -0.260, -0.431], [-1.557, 2.768, -1.289], [-1.095, 3.881, 0.138], [-2.693, 3.090, -0.119], [-1.381, 2.205, 1.739], [0.062, 1.859, 0.763], [-2.440, -1.611, -0.661], [-1.107, -3.697, -0.954], [1.317, -3.463, -0.987], [2.742, 1.911, 0.096], [3.614, 1.196, -0.115], [4.463, 0.476, -0.390]], "lowdin_charge": [-0.08, -0.22, 0.11, -0.28, 0.01, -0.02, -0.10, -0.39, 0.17, 0.05, 0.04, 0.06, 0.10, 0.04, 0.11, 0.09, 0.10, 0.10, 0.14, 0.21, -0.44, 0.22]}


No. 8
{"formula": "C8H8N3O2", "method": "ωB97M-V/def2-TZVPD", "smiles": "O=N/N=N/CCc1ccccc1[O-]", "charge": -1, "e_homo_ev": -3.247, "symbols": ["O", "N", "N", "N", "C", "C", "C", "C", "C", "C", "C", "C", "O", "H", "H", "H", "H", "H", "H", "H", "H"], "xyz": [[2.638, -0.746, 2.006], [2.026, -0.883, 0.958], [2.029, -0.324, -0.085], [2.133, -0.210, -1.274], [1.101, 0.531, -2.006], [-0.213, -0.179, -1.892], [-0.561, -0.117, -0.468], [-1.073, -1.230, 0.183], [-1.411, -1.138, 1.525], [-1.307, 0.088, 2.135], [-0.829, 1.234, 1.474], [-0.407, 1.193, 0.117], [0.013, 2.262, -0.379], [1.620, 0.601, -3.047], [0.769, 1.589, -1.678], [-0.340, -1.179, -2.172], [-0.843, 0.320, -2.555], [-1.207, -2.147, -0.297], [-1.734, -1.871, 2.173], [-1.693, -0.032, 3.207], [-0.709, 2.238, 2.074]], "lowdin_charge": [-0.10, -0.09, 0.00, 0.08, -0.22, -0.18, -0.22, -0.08, -0.17, -0.15, -0.04, -0.48, -0.11, 0.12, 0.10, 0.09, 0.10, 0.08, 0.05, 0.10, 0.13]}


No. 9
{"formula": "C8H8N3O4PdS3", "method": "ωB97M-V/def2-TZVPD", "multiplicity": 3, "charge": -1, "e_homo_ev": [-3.488, -5.426], "symbols": ["Pd", "C", "S", "C", "S", "N", "N", "C", "C", "C", "C", "C", "C", "N", "H", "H", "H", "H", "H", "H", "H", "H", "O", "S", "O", "O", "O"], "xyz": [[0.572, -0.207, -0.680], [-2.886, -0.470, -4.677], [-2.871, 1.021, -3.662], [-1.794, 0.542, -2.353], [-0.396, -0.470, -2.688], [-2.050, 1.039, -1.192], [-1.071, 0.813, -0.286], [-1.334, 1.008, 1.011], [-0.411, 0.499, 1.935], [-0.501, 0.647, 3.338], [0.408, 0.018, 4.143], [1.424, -0.762, 3.566], [1.491, -0.854, 2.190], [0.613, -0.246, 1.397], [-3.544, -0.254, -5.517], [-3.280, -1.321, -4.125], [-1.895, -0.703, -5.057], [-2.248, 1.516, 1.291], [-1.298, 1.249, 3.751], [0.345, 0.127, 5.219], [2.167, -1.263, 4.168], [2.287, -1.388, 1.690], [2.325, -1.178, -1.142], [3.340, -0.100, -0.690], [4.261, 0.219, -1.750], [2.372, 1.048, -0.421], [3.973, -0.529, 0.540]], "lowdin_charge": [0.91, -0.45, 0.79, -1.09, 0.59, -0.09, -0.23, -0.09, -0.27, -0.05, -0.09, -0.07, -0.11, -0.02, 0.02, 0.03, 0.01, 0.11, 0.10, 0.10, 0.09, 0.10, -0.50, 0.28, -0.33, -0.40, -0.36]}


No. 10
{"formula": "C8H8NO2", "method": "ωB97M-V/def2-TZVPD", "smiles": "CC(c1ccccc1)=[N+]([O-])[O-]", "charge": -1, "e_homo_ev": -2.852, "symbols": ["C", "C", "C", "C", "C", "C", "C", "C", "N", "O", "O", "H", "H", "H", "H", "H", "H", "H", "H"], "xyz": [[1.658, 1.939, 0.008], [1.320, 0.387, -0.068], [0.017, -0.054, -0.009], [-1.160, 0.715, 0.028], [-2.437, 0.223, 0.237], [-2.629, -1.146, 0.071], [-1.523, -1.901, -0.220], [-0.255, -1.439, -0.116], [2.476, -0.330, -0.051], [3.530, 0.296, -0.132], [2.475, -1.582, 0.273], [0.847, 2.728, -0.082], [2.452, 2.081, -0.735], [2.215, 2.060, 0.954], [-1.026, 1.731, 0.110], [-3.276, 0.923, 0.236], [-3.670, -1.580, -0.037], [-1.547, -2.982, -0.128], [0.532, -2.068, -0.339]], "lowdin_charge": [-0.05, -0.21, -0.19, -0.06, -0.12, -0.16, -0.15, -0.05, -0.42, -0.08, -0.11, 0.07, 0.05, 0.06, 0.05, 0.09, 0.10, 0.09, 0.07]}


| no. | total energy (hartree) |
| --- | --- |
| 1 | -1683.9473 |
| 2 | -1302.1882 |
| 3 | -363.8390 |
| 4 | -494.2414 |
| 5 | -569.4168 |
| 6 | -967.6675 |
| 7 | -719.9776 |
| 8 | -624.2180 |
| 9 | -2097.3725 |
| 10 | -514.7914 |